# 1
Density functional theory data (wB97M-V/def2-TZVPD) for an isolated ion of composition C4H10N2O and charge +1.

CARTESIAN COORDINATES (ANGSTROEM)
O  0.1691  -2.6933  -0.8875
N  -0.8418  1.4232  -1.6701
N  0.1300  -0.8114  0.3817
C  -0.6552  1.5405  -0.2129
C  0.6957  -1.5780  1.4959
C  0.1016  -1.4961  -0.8490
C  0.4185  0.6643  0.3815
H  0.4285  -1.0909  2.4441
H  0.2573  -0.7966  -1.6978
H  -1.5666  1.3117  0.3362
H  0.1982  -2.5309  1.4566
H  1.4288  0.7317  -0.0315
H  -1.7911  1.1568  -1.9171
H  1.7708  -1.6427  1.3287
H  0.5008  0.8290  1.4578
H  -0.4889  2.6184  0.0139
H  -0.7557  2.3644  -2.0305

Its net charge is +1. As for the HOMO-LUMO gap (alpha / beta): 10.3 / 5.7 eV. As for the spin multiplicity: 2. As for the highest occupied orbital energy (alpha / beta): -14.2 / -14.2 eV.

=====

# 2
Density functional theory data (wB97M-V/def2-TZVPD) for one molecule with the formula C17H33NO2.

CARTESIAN COORDINATES (ANGSTROEM)
O  -8.0389  0.9870  -0.2557
O  -7.0276  -0.9975  -0.0192
N  4.6576  -0.3342  0.3648
C  -2.2421  -0.4268  0.1790
C  0.9026  -1.0463  -0.2524
C  3.3010  -0.7866  0.5863
C  -7.0673  0.3417  0.0359
C  7.0976  0.8232  -0.6299
C  6.3036  1.4456  0.5135
C  -4.8262  1.0245  -0.7626
C  -1.2306  -1.0605  1.1376
C  0.1963  -0.5241  0.9977
C  5.3264  -0.9322  -0.7722
C  6.8284  -0.6773  -0.6656
C  2.2690  -0.4038  -0.4872
C  -5.7358  0.9024  0.4668
C  4.8226  1.1050  0.3623
C  -2.6290  0.9934  0.5880
C  -3.4954  1.7088  -0.4496
C  -8.2110  -1.6425  -0.4676
H  6.6607  1.0441  1.4630
H  2.6416  -0.7265  -1.4622
H  -1.2101  -2.1401  0.9711
H  -4.6477  0.0305  -1.1749
H  4.4430  1.5647  -0.5688
H  -5.2903  0.2304  1.1986
H  -5.3466  1.6121  -1.5228
H  0.1812  0.5670  0.9735
H  -5.8951  1.8864  0.9081
H  7.1972  -1.1336  0.2541
H  2.9875  -0.3829  1.5530
H  5.1289  -2.0071  -0.7632
H  -8.4464  -1.3354  -1.4887
H  1.0221  -2.1298  -0.1727
H  6.4323  2.5295  0.5250
H  -1.7235  1.5870  0.7279
H  6.7862  1.2721  -1.5768
H  -9.0518  -1.3826  0.1786
H  4.9636  -0.5229  -1.7333
H  -1.8339  -0.4122  -0.8330
H  2.1564  0.6824  -0.5132
H  -3.6966  2.7227  -0.0955
H  0.2783  -0.8485  -1.1264
H  -2.9304  1.7918  -1.3813
H  -8.0116  -2.7101  -0.4258
H  -3.1365  -1.0522  0.1640
H  -1.5743  -0.8941  2.1615
H  7.3406  -1.1393  -1.5116
H  8.1644  1.0154  -0.5008
H  0.7643  -0.8251  1.8796
H  -3.1466  0.9654  1.5486
H  4.2579  1.5185  1.2017
H  3.3339  -1.8775  0.6726

Its net charge is 0. As for the HOMO-LUMO gap: 9.1 eV. The SMILES is COC(=O)CCCCCCCCCCN1CCCCC1. As for the highest occupied orbital energy: -8.2 eV.

=====

# 3
Density functional theory data (wB97M-V/def2-TZVPD) for C44H42ClNO6P2STi as an isolated structure.

CARTESIAN COORDINATES (ANGSTROEM)
Ti  -0.7154  1.1666  0.3395
Cl  -7.2653  3.0389  2.7881
S  -3.4113  -2.2500  -4.5652
P  1.7725  0.8673  -0.6264
P  0.6899  1.2754  2.4982
O  -1.7520  2.5652  0.8854
O  -0.6891  2.1096  -1.4165
O  -4.5258  -2.2404  -3.6618
O  -1.9387  0.0184  1.3256
O  -3.5325  -2.7028  -5.9145
O  -1.2505  0.0549  -1.1850
N  -2.7968  -0.7092  -4.6927
C  1.2043  -2.3061  4.4434
C  0.6754  -2.7878  2.1506
C  -2.9161  0.0972  -3.4933
C  1.1233  -5.1709  -1.8460
C  1.3166  -0.5840  -2.9253
C  5.2902  -1.1355  -1.1250
C  -3.6236  3.9118  1.3858
C  -3.7370  1.5028  1.6901
C  4.7821  -1.2910  1.2095
C  1.5935  0.6883  -2.4217
C  1.7713  1.7548  -3.2999
C  -1.7242  1.0473  -3.3445
C  1.4429  0.2751  -5.1665
C  1.6936  1.5468  -4.6700
C  2.2341  2.3106  2.3734
C  0.9688  -3.2293  3.4341
C  3.0714  2.5779  1.1133
C  0.0867  -4.0750  -3.8563
C  -1.1478  -4.0939  -1.8038
C  -3.1041  0.2385  1.7331
C  3.2341  -0.1816  -0.2781
C  1.1529  -0.9457  4.1770
C  -1.2029  1.0816  -1.9609
C  0.0057  -4.4198  -2.5048
C  5.6291  -1.5661  0.1471
C  -2.0878  -3.0876  -3.7572
C  0.8714  2.2356  5.1031
C  -5.6511  2.8624  2.2281
C  -0.9486  3.0899  6.4180
C  -1.8149  2.8478  5.3670
C  0.8894  -0.4891  2.8847
C  -2.2015  -3.4365  -2.4243
C  -3.0217  2.6604  1.2962
C  0.0035  1.9957  4.0283
C  3.5997  -0.6019  0.9991
C  0.3974  2.7762  6.2843
C  0.6352  -1.4305  1.8832
C  2.3651  2.5563  -0.2415
C  -4.9275  4.0008  1.8383
C  -1.3392  2.3037  4.1824
C  -0.9500  -3.4140  -4.4844
C  4.1059  -0.4490  -1.3397
C  1.2504  -0.7881  -4.2927
C  -5.0617  1.6208  2.1666
H  1.9230  1.9979  5.0388
H  -5.4063  4.9674  1.9011
H  1.1711  -1.4260  -2.2560
H  1.0037  -4.2874  3.6489
H  1.8225  3.2656  2.7234
H  -3.6367  -0.6147  2.1652
H  1.9686  2.7521  -2.9324
H  -2.9204  -0.5950  -2.6487
H  2.0941  -4.7518  -2.1053
H  -1.3163  3.5149  7.3399
H  -3.1109  -3.2079  -1.8892
H  -3.0722  4.7948  1.0966
H  0.9674  -4.3486  -4.4214
H  -5.6061  0.7395  2.4750
H  6.5498  -2.1062  0.3114
H  0.4810  -3.4967  1.3570
H  1.8395  2.3762  -5.3462
H  3.8772  -0.1287  -2.3444
H  2.9002  1.9721  3.1710
H  1.0811  2.9536  7.1012
H  -2.8656  3.0823  5.4638
H  5.0400  -1.6108  2.2086
H  1.0452  -1.7770  -4.6737
H  2.9776  -0.3919  1.8590
H  -1.9063  2.0709  -3.6755
H  1.3138  -0.2550  4.9944
H  3.9203  1.8954  1.0822
H  0.4192  -1.1238  0.8576
H  -2.0382  2.1159  3.3862
H  3.4974  3.5738  1.2458
H  3.0753  2.8636  -1.0155
H  -3.1527  -0.2853  -5.5411
H  -3.8632  0.6413  -3.4624
H  1.0207  -5.1643  -0.7618
H  -0.8907  0.6548  -3.9406
H  1.5257  3.2640  -0.2749
H  -0.8966  -3.1698  -5.5352
H  1.3939  0.1130  -6.2335
H  1.1233  -6.2119  -2.1701
H  -1.2357  -4.3797  -0.7643
H  1.4194  -2.6391  5.4479
H  5.9474  -1.3298  -1.9588

Its net charge is +2. As for the HOMO-LUMO gap: 6.3 eV. As for the highest occupied orbital energy: -13.5 eV.

=====

# 4
Density functional theory data (wB97M-V/def2-TZVPD) for one molecule with the formula C3H5NS2.

CARTESIAN COORDINATES (ANGSTROEM)
S  0.1666  0.8710  -1.2939
S  -0.0005  0.7332  1.8052
N  -0.6465  -0.7811  1.3403
C  -0.3392  -1.3784  0.2332
C  0.5441  -0.8711  -0.8561
C  -0.1710  1.6563  0.2859
H  -1.2430  2.0290  0.2231
H  0.3806  -1.3738  -1.8194
H  0.4843  2.5288  0.4493
H  1.5786  -0.9970  -0.5809
H  -0.7541  -2.4169  0.2134

Its net charge is 0. As for the HOMO-LUMO gap: 9.2 eV. The SMILES is C1=NSCSC1. As for the highest occupied orbital energy: -8.4 eV.

=====

Values of strongest force on any atom, in order: 1.7; 0.4; 0.8; 2.0, all in eV/A.
Values of energy above the lowest of the compared OMol25 structures with the same formula, charge and spin, in order: 34.2; 4.9; 18.0; 32.0, all in kcal/mol.
Values of energy, in order: -9328.446; -23750.232; -125124.974; -26351.347, all in eV.